# 1
{"formula": "C47H49BCl2CoIN8O2", "method": "ωB97M-V with the def2-TZVPD basis set", "elements": ["Co", "Cl", "C", "C", "C", "N", "C", "O", "C", "C", "C", "C", "C", "N", "C", "C", "C", "Cl", "N", "C", "O", "C", "C", "C", "C", "C", "N", "H", "H", "H", "H", "H", "H", "H", "H", "H", "H", "I", "C", "C", "N", "N", "C", "H", "H", "H", "C", "C", "C", "C", "C", "C", "C", "C", "C", "C", "C", "C", "N", "B", "N", "C", "C", "C", "C", "C", "C", "C", "C", "C", "C", "C", "C", "C", "C", "H", "H", "H", "H", "H", "H", "H", "H", "H", "H", "H", "H", "H", "H", "H", "H", "H", "H", "H", "H", "H", "H", "H", "H", "H", "H", "H", "H", "H", "H", "H", "H", "H", "H", "H", "H"], "coordinates": [[-0.0319, -0.1523, -0.0095], [1.3838, 0.5753, -6.5920], [1.4769, 0.1262, -4.9204], [0.4382, 0.5049, -4.0775], [0.5127, 0.1844, -2.7293], [-0.4383, 0.4818, -1.7352], [-1.6620, 0.9599, -1.9875], [-2.1553, 1.3099, -3.0549], [-2.4989, 0.9335, -0.7335], [-3.8268, 1.3112, -0.7608], [-4.5610, 1.2509, 0.4092], [-3.9384, 0.8052, 1.5622], [-2.6119, 0.4207, 1.4962], [-1.9004, 0.4670, 0.3713], [1.5960, -0.5612, -2.2342], [2.6217, -0.9409, -3.0848], [2.5627, -0.5783, -4.4246], [3.8842, -1.0298, -5.4520], [1.4681, -0.8839, -0.8791], [2.1889, -1.8329, -0.2791], [3.1249, -2.5014, -0.7009], [1.6419, -2.1118, 1.0961], [2.2384, -3.0603, 1.9054], [1.6749, -3.3343, 3.1366], [0.5128, -2.6719, 3.4986], [-0.0264, -1.7473, 2.6236], [0.5315, -1.4474, 1.4492], [-0.3954, 1.0697, -4.4612], [-4.2416, 1.6423, -1.7027], [-5.5993, 1.5565, 0.4261], [-4.4619, 0.7571, 2.5067], [-2.1015, 0.0689, 2.3762], [3.4593, -1.5048, -2.7088], [3.1252, -3.5537, 1.5322], [2.1237, -4.0616, 3.8010], [0.0204, -2.8656, 4.4416], [-0.9445, -1.2442, 2.8668], [-2.7484, -6.1140, -1.0028], [-2.0369, -4.2004, -1.2346], [-1.8958, -3.4970, -2.4085], [-1.3983, -2.2960, -2.0691], [-1.2003, -2.1730, -0.7516], [-1.5835, -3.3282, -0.2313], [-2.1027, -3.7641, -3.4311], [-1.1329, -1.5313, -2.6736], [-1.5213, -3.5043, 0.8314], [0.0160, 5.1954, -0.3782], [-0.9686, 4.0180, -0.4365], [-1.9570, 4.2886, -1.5730], [-1.6204, 3.8085, 0.9233], [-2.8496, 4.4004, 1.1957], [-3.4214, 4.3130, 2.4513], [-2.7485, 3.6498, 3.4596], [-1.5056, 3.0502, 3.2518], [-0.8667, 2.4566, 4.5131], [0.3193, 3.2473, 5.0799], [-0.5061, 0.9780, 4.4242], [-0.9654, 3.1034, 1.9481], [0.3390, 2.5838, 1.6398], [0.8713, 1.5050, 0.7877], [2.2751, 1.8583, 0.6895], [2.5246, 3.0306, 1.4002], [1.3856, 3.4711, 1.9372], [3.3273, 1.4030, -0.1667], [4.2356, 0.4277, 0.2556], [5.1329, -0.0600, -0.6942], [5.1921, 0.4630, -1.9730], [4.3914, 1.5416, -2.3106], [3.4580, 2.0406, -1.4111], [2.7366, 3.3472, -1.7185], [1.7925, 3.2880, -2.9150], [3.7730, 4.4605, -1.9149], [4.4783, -0.0311, 1.6944], [5.7105, 0.7176, 2.2267], [3.3707, 0.0745, 2.7458], [0.4323, 5.3782, -1.3718], [0.8438, 5.0175, 0.3071], [-0.5093, 6.1000, -0.0603], [-0.3988, 3.1164, -0.6794], [-2.3497, 5.3070, -1.5150], [-2.7985, 3.6003, -1.5834], [-1.4431, 4.1913, -2.5299], [-3.3627, 4.9435, 0.4133], [-4.3817, 4.7744, 2.6481], [-3.1846, 3.6076, 4.4517], [-1.6545, 2.5448, 5.2658], [1.2431, 3.0211, 4.5556], [0.4606, 2.9730, 6.1279], [0.1455, 4.3246, 5.0349], [0.1409, 0.7875, 3.5682], [-1.4037, 0.3604, 4.3478], [0.0294, 0.6632, 5.3236], [3.5050, 3.4794, 1.4155], [1.2057, 4.3672, 2.5038], [5.8073, -0.8609, -0.4108], [5.8856, 0.0521, -2.6965], [4.4880, 1.9969, -3.2901], [2.1390, 3.6191, -0.8486], [2.2723, 2.8401, -3.7896], [1.4708, 4.2964, -3.1892], [0.9030, 2.7062, -2.6851], [4.3349, 4.3187, -2.8409], [4.4895, 4.4892, -1.0915], [3.2751, 5.4312, -1.9723], [4.7617, -1.0867, 1.6180], [5.4776, 1.7767, 2.3642], [6.5536, 0.6433, 1.5397], [6.0152, 0.3128, 3.1952], [3.2856, 1.0918, 3.1321], [3.6196, -0.5776, 3.5873], [2.3950, -0.2103, 2.3734]], "homo_lumo_gap_ev": [7.114, 7.113], "e_lumo_ha": [-0.01041, -0.01043], "relative_energy_kj_mol": 0.0, "charge": 0}

=====

# 2
{"formula": "C47H49N3O4PPdS2Te", "method": "ωB97M-V with the def2-TZVPD basis set", "elements": ["Pd", "O", "S", "O", "O", "C", "C", "C", "C", "C", "C", "P", "C", "C", "C", "C", "C", "C", "C", "C", "C", "C", "C", "C", "H", "H", "H", "H", "H", "H", "H", "H", "H", "H", "H", "H", "H", "H", "C", "N", "C", "C", "N", "C", "S", "H", "H", "H", "H", "H", "H", "H", "H", "C", "C", "C", "C", "C", "C", "Te", "N", "C", "O", "C", "C", "C", "C", "C", "C", "C", "C", "C", "C", "C", "C", "C", "C", "C", "C", "C", "C", "H", "H", "H", "H", "H", "H", "H", "H", "H", "H", "H", "H", "H", "H", "H", "H", "H", "H", "H", "H", "H", "H", "H", "H", "H", "H", "H"], "coordinates": [[0.2773, -0.3707, 0.4752], [-0.4393, -1.0190, 2.6582], [0.9609, -1.0733, 3.1446], [1.0967, -1.1427, 4.5685], [1.7332, -0.0401, 2.4496], [1.5667, -2.6367, 2.4915], [2.6742, -3.1781, 3.1198], [3.2374, -4.3598, 2.6582], [2.6792, -5.0079, 1.5706], [1.5684, -4.4682, 0.9399], [1.0012, -3.2747, 1.3847], [-0.3862, -2.5200, 0.4570], [-0.4080, -3.3426, -1.1516], [0.7077, -3.2164, -1.9763], [0.6842, -3.7334, -3.2574], [-0.4611, -4.3578, -3.7316], [-1.5777, -4.4701, -2.9221], [-1.5556, -3.9610, -1.6344], [-1.8855, -3.0612, 1.3175], [-2.8761, -2.1693, 1.7073], [-4.0082, -2.6357, 2.3517], [-4.1528, -3.9893, 2.6124], [-3.1601, -4.8790, 2.2385], [-2.0245, -4.4173, 1.5945], [3.0832, -2.6671, 3.9792], [4.1046, -4.7737, 3.1535], [3.1036, -5.9331, 1.2078], [1.1502, -4.9723, 0.0787], [1.5896, -2.7039, -1.6248], [1.5550, -3.6278, -3.8856], [-0.4850, -4.7478, -4.7396], [-2.4747, -4.9458, -3.2925], [-2.4317, -4.0488, -1.0081], [-2.7416, -1.1112, 1.5518], [-4.7710, -1.9374, 2.6661], [-5.0336, -4.3498, 3.1246], [-3.2638, -5.9326, 2.4541], [-1.2481, -5.1149, 1.3094], [-3.2827, 2.6713, -1.3197], [-1.9675, 3.1883, -1.0565], [-1.2706, 4.0043, -2.0389], [-0.0002, 4.4126, -1.2805], [0.0792, 3.3610, -0.2790], [-1.1438, 2.7847, -0.0886], [-1.4614, 1.7511, 1.1919], [-3.2643, 1.9768, -2.1620], [-3.9527, 3.4997, -1.5505], [-3.6364, 2.1518, -0.4330], [-1.8867, 4.8582, -2.3280], [-1.0407, 3.3977, -2.9199], [-0.1018, 5.3979, -0.8125], [0.8797, 4.4124, -1.9217], [0.6741, 3.4361, 0.5337], [6.2109, 4.8906, -5.4411], [5.2863, 4.0476, -4.6117], [5.7598, 3.2878, -3.5548], [4.9205, 2.5025, -2.7735], [5.5296, 1.7399, -1.6364], [3.5557, 2.4686, -3.0784], [2.2164, 1.3261, -1.7620], [0.4393, -0.1395, -1.4487], [-0.4978, 0.2075, -2.3247], [-0.2954, 1.0228, -3.2454], [-1.8026, -0.5437, -2.4373], [-2.1283, -0.9973, -3.7140], [-3.3159, -1.6671, -3.9412], [-4.2136, -1.8637, -2.9031], [-3.9077, -1.3916, -1.6375], [-2.7015, -0.7464, -1.4032], [3.1960, -0.4783, -2.3068], [3.2038, -0.8800, -3.6402], [2.5417, -0.0980, -4.7368], [3.8396, -2.0735, -3.9719], [4.4445, -2.8796, -3.0186], [5.1028, -4.1737, -3.3950], [4.4085, -2.4592, -1.6974], [3.7923, -1.2697, -1.3201], [3.8066, -0.9229, 0.1415], [3.0502, 3.2352, -4.1269], [1.6026, 3.2431, -4.5242], [3.9259, 4.0145, -4.8786], [7.2310, 4.8484, -5.0629], [5.8930, 5.9336, -5.4414], [6.2223, 4.5528, -6.4777], [6.8168, 3.3121, -3.3183], [6.5512, 2.0756, -1.4650], [5.5541, 0.6710, -1.8447], [4.9708, 1.8794, -0.7097], [-1.4381, -0.8089, -4.5229], [-3.5473, -2.0274, -4.9344], [-5.1503, -2.3740, -3.0828], [-4.6089, -1.5233, -0.8267], [-2.4861, -0.3283, -0.4298], [1.5895, 0.3280, -4.4112], [2.3472, -0.7510, -5.5863], [3.1810, 0.7195, -5.0786], [3.8467, -2.3828, -5.0096], [5.1303, -4.3011, -4.4753], [4.5653, -5.0226, -2.9692], [6.1259, -4.2160, -3.0215], [4.8690, -3.0689, -0.9291], [4.7711, -1.1851, 0.5796], [3.0403, -1.4923, 0.6829], [3.6137, 0.1322, 0.3446], [0.9721, 2.6346, -3.8762], [1.4880, 2.8474, -5.5349], [1.2184, 4.2649, -4.5358], [3.5302, 4.6018, -5.6990]], "multiplicity": 2, "homo_lumo_gap_ev": [6.330, 6.564], "e_lumo_ha": [-0.02523, -0.04595], "relative_energy_kj_mol": 25.1, "s2": 0.77, "charge": 0}

=====

# 3
{"formula": "C47H50CdN11O3", "method": "ωB97M-V with the def2-TZVPD basis set", "elements": ["Cd", "N", "O", "O", "O", "N", "C", "C", "C", "C", "H", "H", "H", "H", "H", "N", "C", "C", "C", "C", "H", "H", "H", "H", "H", "N", "C", "C", "C", "C", "H", "H", "H", "H", "H", "N", "C", "C", "C", "C", "C", "H", "H", "H", "H", "H", "N", "C", "C", "C", "C", "C", "H", "H", "H", "H", "H", "N", "C", "C", "C", "C", "C", "H", "H", "H", "H", "H", "N", "C", "C", "C", "C", "C", "H", "H", "H", "H", "H", "N", "C", "C", "C", "C", "C", "H", "H", "H", "H", "H", "N", "C", "C", "C", "C", "C", "H", "H", "H", "H", "H", "N", "C", "C", "C", "C", "C", "H", "H", "H", "H", "H"], "coordinates": [[2.1892, 1.0433, 2.8146], [0.2689, 0.0969, 0.0896], [1.0918, 0.2508, 0.9915], [-0.0032, 1.0267, -0.7068], [-0.2642, -0.9611, -0.0783], [2.3201, 2.3562, -2.5775], [1.6407, 3.4106, -2.0857], [2.6038, 4.4532, -1.9990], [3.8008, 4.0144, -2.4383], [3.5809, 2.7601, -2.8530], [1.8405, 1.5283, -2.9011], [0.6605, 3.3024, -1.6453], [2.2722, 5.3632, -1.5213], [4.6875, 4.6261, -2.5153], [4.2243, 2.0612, -3.3668], [0.4350, -4.0913, 0.4331], [-0.3266, -4.9569, 1.1639], [0.3024, -6.1976, 1.2480], [1.4163, -6.0826, 0.3999], [1.4557, -4.7333, -0.1088], [0.2650, -3.1048, 0.2988], [-1.2209, -4.7065, 1.7152], [0.1192, -7.1059, 1.8027], [2.1575, -6.8628, 0.3084], [2.1946, -4.1195, -0.6024], [-3.8634, 2.0112, 0.8326], [-2.6705, 2.2022, 1.5384], [-3.0489, 2.3889, 2.9257], [-4.4119, 1.9717, 3.0118], [-4.8804, 1.8299, 1.7205], [-3.9164, 2.0296, -0.1758], [-1.6817, 2.3573, 1.1329], [-2.4543, 2.6538, 3.7874], [-4.9322, 1.9773, 3.9581], [-5.9074, 1.7131, 1.4073], [3.5354, -0.6945, 2.7163], [4.8130, -0.6937, 3.3032], [5.5329, -1.8241, 3.7085], [4.9528, -3.1014, 3.4756], [3.7924, -3.2054, 2.7917], [3.0966, -2.0046, 2.4856], [5.2764, 0.2545, 3.5326], [6.4849, -1.7325, 4.2102], [5.3589, -4.0279, 3.8538], [3.3744, -4.1952, 2.6814], [2.1025, -2.1525, 2.0904], [3.4391, -0.9079, -2.0791], [4.5807, -0.7899, -2.7986], [4.5822, -0.9070, -4.1650], [3.3755, -1.1727, -4.8462], [2.2082, -1.4707, -4.1253], [2.2518, -1.2987, -2.7390], [5.4511, -0.3019, -2.3855], [5.4894, -0.7037, -4.7147], [3.4419, -1.0845, -5.9206], [1.3028, -1.7698, -4.6325], [1.3527, -1.3562, -2.1434], [-3.8560, -3.3909, 2.2872], [-4.7759, -4.2987, 1.6892], [-4.8186, -4.3908, 0.3111], [-3.9790, -3.5941, -0.4890], [-3.1881, -2.6194, 0.0937], [-3.2370, -2.4777, 1.4363], [-5.3384, -5.0382, 2.2398], [-5.4350, -5.1107, -0.2068], [-4.0899, -3.6593, -1.5614], [-2.6507, -1.8752, -0.4752], [-2.6342, -1.7379, 1.9420], [-1.8359, 4.3703, -1.8662], [-2.1247, 3.0872, -2.2218], [-2.5612, 2.7890, -3.5139], [-2.5918, 3.7519, -4.4836], [-2.2291, 5.0685, -4.1764], [-1.9152, 5.3297, -2.8158], [-1.9929, 2.2735, -1.5240], [-2.9000, 1.8376, -3.8967], [-2.8282, 3.5012, -5.5072], [-2.5147, 5.8690, -4.8427], [-1.6694, 6.2958, -2.4003], [-1.9744, -2.2425, -5.7799], [-1.5823, -2.7597, -4.5559], [-1.3089, -1.9797, -3.4507], [-1.1459, -0.6208, -3.6739], [-1.3636, -0.1044, -4.9338], [-1.9619, -0.8862, -5.8962], [-1.7345, -3.8019, -4.3169], [-1.0869, -2.3281, -2.4529], [-0.6944, -0.0264, -2.8933], [-1.2135, 0.9586, -5.0515], [-2.4139, -0.3231, -6.6994], [1.0727, 2.8773, 2.6932], [1.0957, 3.4937, 1.4657], [0.4347, 4.6396, 1.1133], [-0.1908, 5.4302, 2.1688], [-0.1173, 4.8285, 3.4652], [0.5113, 3.6426, 3.6596], [1.6536, 2.9857, 0.6930], [0.5102, 4.9137, 0.0714], [-0.7600, 6.3087, 1.9030], [-0.5301, 5.2901, 4.3500], [0.5009, 3.3243, 4.6915], [0.6895, -0.0034, 3.8847], [-0.6345, -0.0632, 3.5897], [-1.5183, -0.7849, 4.3043], [-1.1635, -1.4400, 5.4609], [0.1654, -1.3740, 5.8696], [1.0802, -0.6851, 5.0233], [-1.0053, 0.3719, 2.6735], [-2.5759, -0.6634, 4.1220], [-1.9541, -1.8108, 6.0963], [0.5246, -1.8724, 6.7578], [2.1164, -0.6412, 5.3245]], "homo_lumo_gap_ev": 6.143, "e_lumo_ha": -0.12634, "relative_energy_kj_mol": 0.0, "charge": 1}

=====

# 4
{"formula": "C47H51AsClN4S2Zr", "method": "ωB97M-V with the def2-TZVPD basis set", "elements": ["Zr", "C", "N", "C", "C", "N", "C", "C", "C", "C", "C", "C", "C", "S", "C", "C", "C", "C", "C", "C", "S", "H", "H", "H", "H", "H", "H", "H", "H", "H", "H", "H", "H", "H", "H", "H", "H", "H", "H", "C", "C", "C", "C", "C", "C", "As", "C", "C", "C", "C", "C", "C", "C", "C", "C", "C", "C", "C", "H", "H", "H", "H", "H", "H", "H", "H", "H", "H", "H", "H", "H", "C", "C", "N", "C", "C", "C", "C", "N", "H", "H", "H", "H", "H", "H", "H", "H", "H", "H", "H", "H", "H", "H", "Cl", "C", "C", "C", "C", "C", "C", "C", "H", "H", "H", "H", "H", "H"], "coordinates": [[0.0481, 0.1748, -1.0295], [-1.2840, -2.1148, 0.9524], [-1.4786, -1.6754, -0.4561], [-2.8356, -1.0677, -0.5695], [-3.0278, -0.3294, -1.8698], [-2.1162, 0.8439, -1.9788], [-2.7089, 2.0054, -1.2460], [-1.9794, 1.2712, -3.3847], [-3.0438, 1.1537, -4.2642], [-2.9182, 1.6026, -5.5712], [-1.7322, 2.1876, -5.9880], [-0.6778, 2.3200, -5.0982], [-0.7901, 1.8617, -3.7895], [0.5641, 2.0291, -2.6678], [-1.3430, -2.8230, -1.3715], [-1.9167, -4.0359, -0.9945], [-1.7958, -5.1568, -1.7939], [-1.0936, -5.0596, -2.9902], [-0.5442, -3.8500, -3.3734], [-0.6612, -2.6998, -2.5805], [-0.0149, -1.1820, -3.2040], [-2.2044, -2.5250, 1.3722], [-0.9791, -1.2800, 1.5767], [-0.5229, -2.8906, 0.9989], [-2.9648, -0.3911, 0.2755], [-3.5946, -1.8516, -0.4808], [-4.0718, -0.0121, -1.9288], [-2.8226, -0.9903, -2.7097], [-3.4893, 2.4684, -1.8508], [-1.9395, 2.7502, -1.0436], [-3.1517, 1.6683, -0.3145], [-3.9778, 0.7052, -3.9522], [-3.7486, 1.4941, -6.2562], [-1.6250, 2.5353, -7.0070], [0.2577, 2.7644, -5.4137], [-2.4649, -4.1138, -0.0634], [-2.2462, -6.0914, -1.4874], [-0.9822, -5.9271, -3.6280], [-0.0122, -3.7633, -4.3125], [0.1410, -0.6203, 5.9151], [0.8919, -0.7844, 4.7598], [0.4417, -0.2467, 3.5606], [-0.7539, 0.4661, 3.5223], [-1.5086, 0.6270, 4.6785], [-1.0577, 0.0807, 5.8719], [-1.2551, 1.3122, 1.8501], [-0.8068, 3.1724, 2.2110], [0.4466, 3.7413, 2.3790], [0.5425, 5.1061, 2.6193], [-0.6063, 5.8889, 2.6797], [-1.8582, 5.3115, 2.5359], [-1.9668, 3.9435, 2.3172], [-3.2393, 3.1802, 2.2731], [-4.5162, 3.7134, 2.4145], [-5.6211, 2.8734, 2.4422], [-5.4678, 1.4948, 2.3425], [-4.1977, 0.9536, 2.1892], [-3.0979, 1.7980, 2.1474], [0.4887, -1.0390, 6.8506], [1.8286, -1.3262, 4.7893], [1.0389, -0.3787, 2.6643], [-2.4393, 1.1799, 4.6548], [-1.6448, 0.2060, 6.7726], [1.3452, 3.1396, 2.3350], [1.5151, 5.5582, 2.7627], [-0.5237, 6.9540, 2.8520], [-2.7456, 5.9266, 2.6135], [-4.6534, 4.7829, 2.5141], [-6.6104, 3.2963, 2.5574], [-6.3323, 0.8455, 2.3899], [-4.0769, -0.1216, 2.1236], [5.4638, -3.4797, -0.6652], [4.2436, -3.6402, -1.5600], [3.0091, -3.1550, -0.9302], [2.3496, -4.0587, 0.0148], [2.6300, -3.7594, 1.4867], [2.5044, -1.9398, -1.1740], [3.1538, -1.0812, -2.2127], [1.4345, -1.5009, -0.5497], [6.3620, -3.7832, -1.2044], [5.3891, -4.0978, 0.2304], [5.5794, -2.4392, -0.3537], [4.0854, -4.6892, -1.8120], [4.3921, -3.1171, -2.4973], [2.6944, -5.0638, -0.2231], [1.2757, -4.0485, -0.1980], [3.6807, -3.9169, 1.7266], [2.0358, -4.4260, 2.1136], [2.3921, -2.7277, 1.7587], [3.0969, -1.5628, -3.1890], [4.1979, -0.8982, -1.9569], [2.6576, -0.1173, -2.2893], [1.1300, -2.1467, 0.1638], [3.5403, -0.3878, 1.7424], [3.9691, 0.8453, 0.5614], [5.3223, 1.0063, 0.3069], [5.7426, 1.9733, -0.5910], [4.7945, 2.7941, -1.1871], [3.4482, 2.6209, -0.9094], [2.9834, 1.6172, -0.0525], [1.5234, 1.4131, 0.1961], [6.0378, 0.3769, 0.8196], [6.7971, 2.1000, -0.7975], [5.1036, 3.5770, -1.8675], [2.7236, 3.2789, -1.3728], [1.0192, 2.3832, 0.1664], [1.4265, 1.0106, 1.2109]], "homo_lumo_gap_ev": 7.580, "e_lumo_ha": -0.08467, "relative_energy_kj_mol": 46.9, "charge": 1}